Record 1
{"formula": "C22H30O2", "method": "ωB97M-V/def2-TZVPD", "species": ["C", "C", "C", "C", "C", "C", "H", "H", "H", "H", "H", "H", "C", "C", "C", "C", "C", "C", "H", "H", "H", "H", "H", "H", "C", "C", "C", "C", "C", "C", "H", "H", "H", "H", "H", "H", "C", "C", "O", "H", "H", "H", "H", "H", "H", "C", "C", "O", "H", "H", "H", "H", "H", "H"], "coordinates": [[4.236, 4.366, -2.924], [3.942, 5.612, -3.382], [2.625, 6.103, -3.243], [1.697, 5.308, -2.504], [2.008, 4.026, -2.090], [3.272, 3.533, -2.313], [5.299, 4.188, -3.005], [4.729, 6.239, -3.774], [2.299, 7.067, -3.604], [0.761, 5.825, -2.348], [1.329, 3.504, -1.431], [3.618, 2.558, -2.002], [0.001, -1.382, 1.334], [-0.096, -0.764, 2.580], [0.185, 0.600, 2.756], [0.371, 1.329, 1.575], [0.418, 0.745, 0.352], [0.181, -0.640, 0.218], [-0.187, -2.444, 1.282], [-0.245, -1.362, 3.467], [0.149, 1.062, 3.732], [0.495, 2.388, 1.746], [0.540, 1.341, -0.541], [0.235, -1.089, -0.762], [-0.410, -2.776, -3.324], [-1.531, -2.759, -2.536], [-2.564, -3.684, -2.690], [-2.378, -4.667, -3.671], [-1.256, -4.770, -4.467], [-0.235, -3.777, -4.289], [0.290, -1.962, -3.201], [-1.700, -1.947, -1.845], [-3.455, -3.602, -2.085], [-3.175, -5.394, -3.739], [-1.162, -5.538, -5.221], [0.652, -3.821, -4.905], [-2.639, -4.483, 1.755], [-3.389, -5.686, 1.244], [-3.743, -5.564, -0.091], [-3.371, -3.690, 1.910], [-1.871, -4.127, 1.069], [-2.244, -4.811, 2.717], [-4.373, -5.794, 1.700], [-2.761, -6.572, 1.343], [-4.140, -6.388, -0.384], [1.437, 3.677, 4.336], [0.761, 3.702, 5.751], [-0.566, 3.332, 5.611], [0.842, 4.358, 3.728], [1.629, 2.717, 3.855], [2.460, 4.053, 4.362], [0.722, 4.702, 6.182], [1.328, 3.015, 6.379], [-1.018, 4.148, 5.385]], "forces_ev_per_angstrom": [[0.1, -0.6, 0.5], [-1.8, 1.5, -0.1], [-0.1, -1.6, 1.0], [1.0, 1.7, -1.7], [0.0, 0.3, 0.7], [1.5, 0.5, -0.7], [0.0, -1.1, 0.2], [0.0, 0.1, -0.2], [0.2, 0.1, 0.0], [-0.4, -0.6, 0.3], [-0.2, -0.3, -0.2], [-0.3, -0.1, 0.3], [-1.0, -0.6, 1.3], [1.1, 0.6, 0.9], [-0.8, -1.5, -1.4], [0.3, 0.9, 2.0], [-0.7, -1.0, -1.0], [1.0, 1.5, -1.0], [0.1, -0.2, -0.1], [-0.2, -0.2, 0.1], [0.0, 0.1, 0.0], [0.2, 0.3, -0.6], [0.1, 0.1, -0.1], [0.0, -0.1, -0.1], [0.6, -0.6, -0.9], [-1.5, 0.1, 0.4], [1.4, 0.2, -0.8], [-1.0, -0.3, 0.8], [1.3, 1.9, 0.6], [-1.2, -0.8, 0.2], [0.3, -0.1, -0.1], [0.2, 0.1, 0.2], [0.0, -0.3, 0.0], [-0.1, -0.2, -0.3], [0.0, -0.1, 0.0], [0.1, 0.1, 0.0], [-0.9, -0.1, 0.1], [-0.2, -0.5, 0.0], [0.1, 0.6, -2.1], [0.3, 0.3, 0.1], [0.1, -0.2, 0.1], [0.3, 0.5, 0.1], [0.4, -0.3, 1.3], [-0.1, -0.3, 0.4], [0.0, 0.0, -0.1], [0.4, 0.9, 0.9], [1.6, -0.2, -1.6], [-1.3, -0.8, 0.3], [0.2, -0.2, -0.5], [-0.9, -0.2, 0.3], [0.1, 0.6, 0.3], [0.9, 0.1, 0.0], [-0.4, 0.0, 0.4], [-0.4, -0.2, -0.2]], "nbo_charge": [-0.246, -0.232, -0.226, -0.289, -0.246, -0.289, 0.201, 0.197, 0.199, 0.203, 0.212, 0.211, -0.247, -0.216, -0.235, -0.304, -0.235, -0.258, 0.203, 0.195, 0.220, 0.208, 0.203, 0.203, -0.212, -0.232, -0.210, -0.229, -0.235, -0.237, 0.200, 0.212, 0.225, 0.196, 0.207, 0.204, -0.649, -0.091, -0.743, 0.210, 0.223, 0.207, 0.152, 0.145, 0.457, -0.753, -0.105, -0.744, 0.191, 0.215, 0.199, 0.149, 0.164, 0.451], "s2": 0.7503, "charge": -1, "multiplicity": 2, "orbital_gap_ev": [1.413, 9.173], "homo_ev": [1.10, -6.64]}



Record 2
{"formula": "C4H8OS", "method": "ωB97M-V/def2-TZVPD", "species": ["C", "C", "C", "C", "O", "S", "H", "H", "H", "H", "H", "H", "H", "H"], "coordinates": [[1.332, -1.492, 1.163], [0.810, -1.004, 0.075], [-0.363, 0.067, -0.006], [0.109, 1.234, -0.763], [-0.923, 0.250, 1.218], [-1.913, -0.646, -0.999], [2.188, -2.184, 1.207], [0.800, -1.117, 2.032], [1.310, -1.225, -0.827], [0.709, 0.957, -1.625], [-0.736, 1.905, -1.092], [0.832, 1.869, -0.234], [-1.743, 0.788, 1.140], [-2.412, 0.600, -1.288]], "forces_ev_per_angstrom": [[-0.4, 0.1, 1.5], [-1.4, 1.4, -0.9], [-0.3, -3.1, -1.0], [0.2, 2.5, -0.8], [-0.2, 1.3, 1.7], [0.8, 0.5, -0.3], [-0.6, 0.6, 0.0], [0.5, -0.6, 0.7], [0.0, -0.1, -1.4], [-0.4, -0.3, -0.4], [0.9, -0.6, 0.3], [-0.3, -0.2, 0.6], [0.9, -0.6, 0.0], [0.4, -0.7, 0.1]], "nbo_charge": [-0.379, -0.217, 0.225, -0.666, -0.715, -0.147, 0.217, 0.213, 0.197, 0.235, 0.210, 0.229, 0.487, 0.111], "charge": 0, "smiles": "C=C[C@](C)(O)S", "orbital_gap_ev": 9.809, "de_lowest_kcal_mol": 36.1, "homo_ev": -9.08}



Record 3
{"formula": "C26H31BrCrNO4S", "method": "ωB97M-V/def2-TZVPD", "species": ["Cr", "C", "C", "C", "C", "C", "C", "C", "C", "C", "C", "H", "H", "H", "H", "H", "H", "H", "H", "H", "H", "H", "H", "H", "H", "O", "N", "C", "C", "C", "C", "C", "H", "H", "H", "H", "H", "O", "S", "C", "C", "C", "C", "H", "H", "H", "H", "H", "H", "H", "H", "Br", "C", "C", "C", "C", "C", "C", "C", "O", "O", "H", "H", "H", "H"], "coordinates": [[0.457, 0.085, 0.331], [-1.110, 4.561, 1.281], [0.259, 4.082, 1.791], [1.349, 4.308, 0.746], [0.180, 2.638, 2.259], [-0.885, 2.233, 3.050], [-0.969, 0.943, 3.565], [0.045, 0.024, 3.361], [0.059, -1.318, 4.040], [1.128, 0.414, 2.564], [1.176, 1.685, 1.978], [-1.009, 5.506, 0.739], [-1.811, 4.730, 2.101], [-1.539, 3.809, 0.624], [0.507, 4.687, 2.668], [1.181, 3.656, -0.114], [2.348, 4.112, 1.142], [1.331, 5.346, 0.408], [-1.666, 2.942, 3.298], [-1.821, 0.671, 4.181], [0.584, -1.246, 4.996], [0.571, -2.059, 3.427], [-0.951, -1.675, 4.240], [2.008, -0.207, 2.564], [2.113, 1.998, 1.534], [-0.093, -0.708, -1.396], [0.289, -1.905, -1.954], [-0.344, -3.086, -1.430], [-0.032, -4.244, -2.337], [0.988, -4.222, -3.207], [1.802, -3.040, -3.373], [1.417, -1.931, -2.714], [-1.420, -2.896, -1.397], [-0.647, -5.128, -2.209], [1.198, -5.098, -3.812], [2.685, -3.036, -3.997], [1.948, -0.992, -2.784], [-0.631, 1.653, -0.588], [-1.139, 1.537, -2.053], [-1.581, 3.267, -2.471], [-0.759, 3.673, -3.692], [0.611, 3.034, -3.486], [0.319, 1.581, -3.143], [-1.321, 3.854, -1.595], [-2.657, 3.320, -2.635], [-0.703, 4.757, -3.792], [-1.216, 3.277, -4.603], [1.127, 3.519, -2.657], [1.246, 3.113, -4.370], [1.107, 1.062, -2.606], [0.047, 0.995, -4.025], [-2.807, -5.693, 3.205], [-1.670, -4.776, 2.011], [-1.841, -3.391, 1.825], [-1.023, -2.711, 0.981], [0.037, -3.360, 0.152], [0.150, -4.817, 0.448], [-0.656, -5.474, 1.322], [1.471, -2.737, 0.281], [2.426, -3.430, 0.010], [1.545, -1.486, 0.665], [-2.632, -2.876, 2.359], [-1.215, -1.659, 0.832], [0.956, -5.340, -0.048], [-0.516, -6.532, 1.505]], "forces_ev_per_angstrom": [[-0.4, -0.8, -1.5], [0.1, 0.1, 0.1], [-0.1, -0.1, -0.1], [0.0, 0.0, 0.0], [0.0, 0.0, -0.1], [-0.1, 0.0, 0.0], [-0.1, 0.0, 0.0], [0.0, -0.2, 0.0], [0.0, 0.0, 0.0], [0.2, 0.5, 0.7], [0.2, 0.4, 0.8], [0.0, -0.1, 0.0], [0.1, 0.0, -0.1], [-0.1, 0.0, -0.1], [0.1, 0.0, 0.1], [0.0, 0.0, 0.0], [-0.1, 0.0, 0.0], [0.0, 0.0, 0.0], [0.0, -0.1, 0.0], [0.1, 0.0, 0.0], [0.0, 0.0, 0.0], [0.0, 0.0, 0.0], [0.0, 0.0, 0.0], [0.0, -0.2, -0.4], [-0.1, 0.0, -0.3], [-0.1, 0.2, 0.2], [0.2, 0.0, 0.1], [0.1, -0.1, 0.0], [0.0, 0.0, 0.1], [0.0, 0.1, 0.0], [0.1, -0.2, -0.1], [-0.2, 0.0, 0.0], [0.0, 0.0, -0.1], [0.0, 0.0, -0.1], [0.0, 0.0, 0.0], [-0.1, 0.0, 0.1], [0.0, 0.0, 0.1], [0.0, 0.2, -0.4], [0.2, 0.0, 0.5], [-0.1, -0.1, -0.1], [0.1, -0.1, 0.0], [-0.1, 0.0, -0.1], [0.1, 0.0, 0.1], [0.1, 0.1, 0.1], [0.0, 0.0, 0.1], [-0.1, 0.0, 0.0], [0.0, 0.0, 0.0], [0.0, 0.0, 0.0], [0.0, 0.0, 0.0], [-0.1, 0.0, 0.0], [0.0, 0.0, 0.1], [0.0, 0.0, 0.0], [0.0, 0.0, 0.0], [0.0, 0.0, 0.0], [0.1, -0.2, 0.0], [0.1, 0.2, 0.0], [-0.1, 0.0, 0.0], [0.0, 0.1, -0.1], [-0.2, 0.3, 0.1], [0.1, 0.1, 0.1], [0.1, -0.4, 0.0], [0.1, 0.0, 0.0], [0.0, 0.2, 0.0], [0.0, 0.0, 0.0], [0.0, 0.0, 0.0]], "nbo_charge": [1.325, -0.603, -0.247, -0.605, 0.033, -0.209, -0.143, -0.032, -0.636, -0.232, -0.341, 0.208, 0.210, 0.218, 0.215, 0.205, 0.210, 0.214, 0.216, 0.212, 0.226, 0.242, 0.223, 0.253, 0.234, -0.759, -0.113, -0.023, -0.235, -0.182, -0.372, 0.048, 0.200, 0.213, 0.210, 0.218, 0.196, -1.032, 1.271, -0.592, -0.408, -0.415, -0.578, 0.245, 0.239, 0.229, 0.209, 0.210, 0.230, 0.253, 0.243, 0.051, -0.085, -0.272, -0.128, -0.324, -0.040, -0.308, 0.831, -0.618, -0.858, 0.220, 0.175, 0.232, 0.226], "s2": 8.8073, "charge": 0, "multiplicity": 6, "orbital_gap_ev": [6.236, 6.294], "de_lowest_kcal_mol": 39.3, "homo_ev": [-6.04, -6.39]}



What did we get for calculated total energy? Answer: -27392.453; -17158.885; -146441.833 eV, in the order shown.